{"formula": "C17H46Cl2N2O7", "method": "the ωB97M-V functional and the def2-TZVPD basis", "species": ["H", "H", "C", "H", "O", "O", "H", "H", "H", "H", "C", "H", "H", "N", "H", "H", "C", "C", "C", "H", "O", "C", "H", "H", "C", "H", "O", "H", "H", "C", "C", "H", "O", "C", "H", "C", "O", "C", "H", "H", "Cl", "C", "H", "H", "H", "H", "H", "C", "H", "H", "H", "C", "H", "N", "H", "H", "H", "H", "H", "H", "H", "H", "H", "Cl", "H", "C", "H", "H", "H", "H", "O", "C", "H", "H"], "coordinates": [[0.836, -1.452, -2.597], [5.316, 1.175, 4.987], [-1.749, 0.500, 3.941], [-1.989, 3.221, -1.864], [-0.538, 1.152, -5.963], [-0.570, 1.733, -2.166], [-1.808, 1.458, -4.345], [5.217, -2.579, 0.166], [2.917, 3.864, 1.160], [-2.084, 0.737, -1.138], [4.685, 0.445, 4.480], [2.495, -0.247, 0.510], [-0.013, 1.221, 1.270], [1.110, -0.189, -1.082], [-1.508, 1.301, 3.242], [1.059, 0.053, 4.467], [1.254, -1.547, -1.594], [-3.793, -0.077, -1.956], [-4.422, -3.069, -5.320], [-5.163, -5.195, -5.697], [-1.581, -0.773, 3.380], [1.067, 1.081, 1.225], [-0.873, -0.386, 5.614], [5.076, -3.078, -1.520], [1.353, 1.626, 5.649], [-0.654, 3.082, -0.659], [1.880, 2.052, 0.660], [-4.699, -0.122, -1.352], [-1.102, 1.386, 5.864], [1.411, -0.224, 0.399], [2.797, -2.045, -1.617], [1.241, 1.050, 6.567], [3.370, 0.455, 5.037], [-0.838, 0.602, 5.154], [4.700, 0.610, 3.403], [4.633, -3.183, -0.529], [3.212, -2.939, -0.595], [-5.180, -4.177, -6.087], [-4.901, -2.842, -4.367], [-2.293, -1.912, 1.676], [-4.403, -4.277, -7.744], [-1.743, 0.892, -5.274], [-2.872, -0.284, 1.868], [-6.223, -3.926, -6.278], [0.682, -2.299, -1.050], [-3.823, 0.858, -2.516], [3.087, -2.682, -2.452], [-0.922, 3.055, -1.715], [-3.911, -0.884, -2.679], [-2.630, 1.146, -5.854], [0.166, 0.126, -1.259], [2.060, 3.231, 1.393], [-1.836, -0.164, -5.021], [0.507, 0.878, 4.654], [5.131, -0.544, 4.585], [4.746, -4.206, -0.170], [3.408, 2.395, 5.862], [1.240, 3.905, 1.145], [1.994, 3.017, 2.459], [-3.343, -3.122, -5.176], [2.755, 2.314, 4.273], [-0.367, 3.942, -2.022], [0.207, 1.877, -2.712], [-4.771, -1.506, -6.099], [0.905, -1.062, 0.878], [2.784, 1.774, 5.220], [-1.206, -0.733, 1.295], [3.505, -1.224, -1.725], [1.334, 0.893, 2.265], [-2.789, 0.783, 4.100], [-2.577, -0.081, -1.240], [-1.999, -0.920, 2.019], [0.965, 2.627, 5.840], [0.067, 1.436, -5.274]], "forces_ev_per_angstrom": [[0.390, -0.662, -0.289], [0.139, 0.092, -0.035], [-0.419, 1.158, -0.414], [0.054, 0.030, 0.033], [0.003, 0.258, 0.120], [-0.027, 1.782, -0.830], [0.034, 0.011, 0.059], [-0.445, 0.618, 0.092], [0.589, -0.923, -0.269], [-0.622, 0.221, -0.656], [-0.384, 0.003, 0.120], [-0.010, -0.682, -0.067], [-0.290, 0.827, -0.503], [0.843, -0.600, 2.075], [0.795, -0.007, -0.330], [-0.380, -0.406, -0.124], [1.861, -0.092, -0.225], [0.096, 1.514, -0.463], [-1.402, 0.192, 0.439], [0.409, 0.291, 0.353], [0.097, -1.168, -0.601], [0.492, -2.336, -0.761], [-0.140, 0.029, 0.560], [0.089, -0.133, -0.150], [-0.987, -1.059, 0.137], [-0.583, -0.120, 0.428], [0.873, 0.916, -0.808], [0.188, 0.074, 0.576], [-0.307, -0.078, -0.120], [-0.524, 1.796, -0.213], [-0.023, -0.316, -1.073], [0.525, 0.226, 0.586], [-0.087, 0.628, 0.013], [0.401, -0.524, -0.987], [-0.273, 0.468, -0.146], [-1.046, -0.308, -0.293], [0.286, 0.309, 1.953], [1.007, 0.364, -0.841], [0.175, -0.859, 0.291], [-0.151, -0.461, 1.145], [-0.336, -0.249, 0.480], [-0.730, -0.239, 0.402], [0.087, 0.189, -0.405], [0.198, 0.305, 0.204], [-0.119, -0.172, 0.206], [-0.395, 0.016, -0.295], [-0.998, 0.382, -1.213], [-0.122, -0.137, 1.530], [0.704, -0.239, 0.058], [0.257, 0.109, -0.376], [-0.045, -0.039, 0.209], [-1.470, 0.569, 0.342], [0.063, -0.170, 0.051], [1.590, 1.572, 0.506], [-0.269, -0.055, 0.448], [-0.037, -0.075, -0.228], [-0.106, -0.165, 0.539], [-0.493, 0.222, 0.256], [0.238, 0.140, 0.146], [-0.216, -0.557, -0.355], [0.187, -0.114, -0.401], [0.233, -0.453, -1.193], [0.320, -0.598, 0.072], [0.173, 0.526, -0.543], [0.224, -0.294, 0.105], [0.516, -1.001, -1.061], [0.140, 0.821, 0.184], [-0.306, 0.659, 0.461], [0.200, -0.041, 0.144], [-0.588, -0.753, 0.712], [0.002, -1.772, 0.753], [-0.223, 0.521, -0.038], [-0.236, 0.051, -0.177], [0.311, -0.027, -0.306]], "de_lowest_kj_mol": 0.0, "e_homo_ev": -8.60, "smiles": "COCCNCCOC.COCCNCCOC.ClCCCl.CO.CO.CO", "orbital_gap_ev": 9.09}